Entry from the OMol25 dataset: 19 unconnected molecules or ions with the total composition C44H126O19 (the ωB97M-V functional and the def2-TZVPD basis).

Last column: Löwdin charge in e.
CARTESIAN COORDINATES (ANGSTROEM)
1 C 15.59 11.33 11.92  -0.090
2 H 14.05 15.60 21.08  0.074
3 H 12.13 20.68 12.95  0.087
4 H 18.06 22.87 17.38  0.094
5 H 16.70 22.79 18.49  0.112
6 C 17.02 20.97 17.41  -0.076
7 C 13.11 15.48 20.56  -0.085
8 C 16.03 15.64 11.46  -0.048
9 H 16.16 10.82 12.72  0.069
10 C 12.88 16.43 9.67  -0.306
11 O 21.06 11.44 15.72  -0.016
12 H 14.57 17.76 9.40  0.100
13 H 12.96 18.51 9.01  0.076
14 H 15.00 10.59 14.52  0.065
15 H 21.51 17.27 16.11  0.091
16 C 11.35 13.73 12.54  -0.072
17 H 16.58 13.64 19.82  0.083
18 H 19.16 15.91 17.70  0.109
19 H 16.42 11.78 15.65  0.086
20 H 21.53 9.57 18.34  0.078
21 H 18.86 12.98 22.33  0.082
22 H 13.34 17.99 18.53  0.068
23 C 18.60 13.08 20.16  -0.510
24 H 19.14 16.24 22.01  0.100
25 H 14.87 11.47 19.76  0.105
26 H 12.47 12.24 17.42  0.118
27 C 17.53 14.13 20.12  -0.049
28 H 23.83 20.30 18.25  0.073
29 H 15.06 15.77 11.99  0.079
30 H 19.60 13.54 20.12  0.131
31 O 13.76 11.40 13.32  -0.099
32 H 13.27 13.32 15.50  0.035
33 H 15.15 10.59 11.27  0.081
34 H 14.04 9.22 20.46  0.084
35 C 17.18 16.13 12.33  -0.480
36 C 18.64 12.30 21.47  -0.059
37 H 15.12 16.86 17.19  0.043
38 C 16.97 8.73 16.15  -0.045
39 C 12.87 11.65 16.53  -0.157
40 H 18.89 14.11 16.39  0.055
41 H 17.26 15.50 13.27  0.116
42 H 11.38 12.78 13.04  0.069
43 H 12.75 9.39 16.86  0.028
44 H 11.14 14.48 19.34  0.008
45 H 21.12 11.75 19.05  0.069
46 H 11.19 10.32 16.79  0.067
47 O 18.45 12.19 19.08  -0.060
48 H 21.27 9.07 16.63  0.084
49 C 12.58 18.12 17.74  -0.037
50 O 20.32 17.28 20.68  -0.121
51 O 11.73 15.79 17.50  -0.098
52 H 13.00 18.06 16.70  0.066
53 H 19.93 17.47 19.79  0.032
54 C 17.96 12.74 14.96  -0.290
55 H 12.41 15.94 21.28  0.083
56 H 17.51 17.38 20.49  0.072
57 H 15.89 17.51 12.84  0.025
58 H 8.81 15.11 18.08  0.061
59 H 15.43 10.88 18.27  0.088
60 H 14.39 8.62 18.87  0.060
61 H 13.57 15.51 9.76  0.122
62 O 12.38 16.88 10.96  -0.118
63 C 12.20 10.18 16.37  -0.039
64 C 14.20 9.52 19.42  -0.065
65 H 17.40 20.51 16.50  0.075
66 H 13.39 13.62 19.57  0.063
67 H 13.97 12.69 11.71  0.115
68 O 10.00 15.45 11.50  -0.090
69 H 16.49 9.73 20.60  0.075
70 H 14.82 16.24 14.92  0.083
71 H 11.86 13.71 11.62  0.055
72 H 22.36 12.44 18.07  0.071
73 H 16.33 11.84 11.29  0.079
74 O 16.52 10.13 19.76  -0.066
75 O 14.43 14.24 15.18  -0.126
76 H 20.74 15.69 15.79  0.050
77 H 12.96 13.43 21.25  0.122
78 C 21.64 9.86 17.30  -0.056
79 H 11.12 15.49 16.78  0.052
80 H 16.59 8.91 17.18  0.081
81 H 24.31 20.12 19.79  0.067
82 H 20.49 18.50 18.14  0.095
83 H 13.87 11.58 16.62  0.027
84 H 17.74 11.55 19.25  0.045
85 O 16.85 17.47 12.66  -0.076
86 C 19.32 17.27 21.66  -0.336
87 C 14.39 15.61 15.64  -0.261
88 H 9.34 15.30 10.78  0.117
89 H 10.51 13.27 17.47  0.098
90 C 9.94 14.23 12.28  -0.266
91 C 14.69 20.22 13.87  -0.048
92 O 22.21 18.62 19.03  -0.100
93 H 15.31 13.76 15.36  0.086
94 C 20.88 11.14 17.03  -0.553
95 H 19.77 17.14 15.43  0.083
96 H 13.69 17.54 12.38  0.059
97 H 12.00 16.12 9.09  0.105
98 H 18.92 15.00 11.75  0.055
99 H 15.14 7.01 15.08  0.083
100 H 16.02 20.81 17.42  0.026
101 C 20.53 16.72 16.11  -0.078
102 H 18.57 11.98 15.40  0.085
103 H 15.09 13.08 13.07  0.104
104 H 16.13 14.58 11.39  0.050
105 H 13.30 11.90 14.01  0.010
106 H 20.88 16.15 18.08  0.113
107 H 12.17 19.15 17.89  0.079
108 H 17.55 20.47 18.24  0.069
109 H 17.79 11.67 21.79  0.071
110 H 17.41 7.75 16.21  0.083
111 H 17.86 9.43 16.06  0.095
112 H 13.29 15.83 15.73  0.112
113 C 20.02 16.63 17.54  -0.326
114 O 14.29 18.13 12.84  -0.087
115 C 23.62 18.28 18.93  -0.270
116 H 19.24 16.66 12.41  0.077
117 H 15.25 20.48 12.92  0.114
118 C 12.67 19.88 12.44  -0.050
119 C 13.52 17.58 8.91  -0.090
120 H 13.28 9.90 18.96  0.069
121 C 14.60 12.24 12.54  -0.321
122 H 13.69 17.29 7.88  0.065
123 H 17.99 12.59 13.91  0.102
124 H 14.63 15.13 17.76  0.126
125 C 11.34 17.13 17.92  -0.449
126 H 18.65 16.33 10.68  0.085
127 C 13.65 19.26 13.41  -0.505
128 H 13.21 20.33 11.64  0.075
129 H 16.29 8.81 14.11  0.120
130 H 12.02 9.87 15.34  0.071
131 C 8.54 14.10 17.71  -0.088
132 C 15.26 10.58 19.27  -0.295
133 H 17.96 14.90 15.19  0.067
134 H 10.64 13.93 15.24  0.063
135 O 19.72 17.87 18.13  -0.119
136 H 15.97 16.03 10.44  0.084
137 H 18.35 19.01 20.97  0.105
138 H 11.18 17.10 18.99  0.116
139 O 11.37 13.73 19.84  -0.093
140 C 12.76 14.03 20.32  -0.258
141 C 18.01 17.97 21.29  -0.080
142 H 8.37 13.43 18.53  0.070
143 C 15.97 8.96 15.09  -0.458
144 H 25.35 19.43 18.42  0.098
145 C 9.58 13.47 16.83  -0.329
146 H 9.29 16.93 17.31  0.058
147 O 16.20 23.06 16.50  -0.082
148 C 18.64 14.06 15.33  -0.074
149 H 12.96 16.13 19.68  0.036
150 H 13.07 18.89 14.33  0.143
151 C 18.62 16.03 11.75  -0.038
152 H 19.54 11.64 21.44  0.086
153 H 20.81 13.14 17.95  0.070
154 H 17.75 14.90 19.36  0.066
155 O 12.58 12.58 15.34  -0.175
156 O 10.00 14.36 15.83  -0.098
157 H 17.44 17.99 22.17  0.050
158 C 17.06 22.51 17.49  -0.297
159 H 7.53 14.23 17.18  0.106
160 C 14.81 8.00 15.33  -0.034
161 C 21.33 12.17 18.09  -0.041
162 H 22.71 10.05 17.11  0.089
163 H 23.85 17.70 19.79  0.110
164 H 11.76 16.21 11.29  0.034
165 H 16.66 22.95 15.67  0.076
166 H 11.87 14.43 13.21  0.092
167 H 9.31 13.52 11.81  0.107
168 H 14.46 8.04 16.34  0.057
169 H 23.78 17.67 18.07  0.099
170 H 11.96 19.17 12.02  0.073
171 H 21.24 12.39 15.72  0.086
172 H 19.85 10.96 17.20  0.099
173 O 15.59 10.32 15.25  -0.086
174 H 19.59 13.98 14.74  0.092
175 O 16.66 12.75 15.48  -0.109
176 H 19.77 17.92 22.45  0.121
177 H 17.35 14.63 21.11  0.085
178 H 21.82 18.29 19.84  0.041
179 H 14.17 21.06 14.32  0.085
180 H 9.24 12.43 16.52  0.137
181 H 9.80 18.54 17.73  0.099
182 C 24.33 19.57 18.87  -0.099
183 H 16.13 15.51 16.83  0.043
184 H 10.31 17.83 16.16  0.088
185 H 9.56 14.46 13.26  0.088
186 C 10.12 17.62 17.21  -0.057
187 H 14.05 8.16 14.60  0.075
188 C 15.13 15.84 16.94  -0.049
189 H 15.39 19.90 14.63  0.065

Computed properties:
* E_tot: -86569.1336 eV
* highest occupied orbital energy: -9.147 eV
* frontier orbital gap: 9.7 eV